[1]
Computed, not measured: a molecular structure, C2H2LiO2Zn at a distorted geometry, with ωB97M-V/def2-TZVPD.

Values from the calculation:
- HOMO level (eV) = -11.75
- ΔE to the lowest compared entry with this formula, charge and spin (eV) = 0.0000
- Kohn-Sham gap (eV) = 5.482

```
! wB97M-V def2-TZVPD RIJCOSX def2/J DEFGRID3
* xyz 1 1
Zn 0.42 0.12 1.42
O 1.95 -0.29 0.47
O -0.74 -0.12 0.01
C 1.46 -0.43 -0.77
C 0.14 -0.34 -1.03
Li -2.51 -0.32 -0.15
H 2.16 -0.68 -1.58
H -0.29 -0.50 -2.02
*
```

natural (NBO) atomic charge list, values in e, 5 entries: 1.6404, -0.9037, -1.1336, 0.0797, -0.0741

[2]
Computed, not measured: a molecular structure, C19H35NO2P2Pb at a distorted geometry, with ωB97M-V/def2-TZVPD.

Values from the calculation:
- HOMO level (eV) = -7.43
- Kohn-Sham gap (eV) = 7.507

```
! wB97M-V def2-TZVPD RIJCOSX def2/J DEFGRID3
* xyz 0 1
Pb 0.85 1.24 -0.65
P -0.95 -0.48 -2.67
P 2.06 -1.62 -0.35
O 1.17 2.54 1.69
O 0.59 -1.86 2.79
N 0.93 0.26 1.88
C 2.98 -4.05 -3.96
C 1.05 -4.49 -5.70
C 3.72 -1.09 -0.97
C 1.56 -2.04 -5.92
C 1.13 1.50 2.39
C 1.01 0.04 4.27
C -1.34 1.23 -0.04
C 2.94 -2.26 -6.47
C 0.77 -1.17 -2.93
C 4.12 -2.43 -5.46
C 0.69 -3.04 -5.65
C -0.93 0.61 -4.16
C 0.82 -0.66 2.92
C 1.27 1.48 3.91
C 2.41 -3.19 0.49
C -1.98 -1.88 -3.20
C 1.31 -2.20 -1.94
C 2.43 -4.89 -5.08
C 3.75 -2.97 -4.12
H 2.17 -2.72 -2.41
H 0.26 -5.06 -5.17
H 2.29 1.78 4.19
H 4.87 -3.08 -5.95
H -1.63 2.17 0.45
H 0.54 -2.95 -1.69
H 4.26 -0.66 -0.12
H -1.34 0.38 0.67
H 3.18 -1.37 -7.07
H 0.57 2.18 4.38
H -1.00 0.00 -5.08
H 4.29 -2.52 -3.29
H 1.48 -3.78 0.50
H 1.04 -4.87 -6.74
H 1.26 -0.99 -5.85
H 3.16 -4.99 -5.90
H 1.48 -0.35 -3.08
H -3.03 -1.59 -3.04
H 3.63 -0.31 -1.74
H -0.02 1.22 -4.18
H 2.95 -3.13 -7.16
H -1.76 -2.75 -2.57
H 0.12 -0.09 4.90
H 3.22 -3.74 -0.01
H 4.27 -1.96 -1.37
H -1.79 1.29 -4.08
H 2.82 -4.48 -2.96
H 0.64 -1.68 -3.89
H -2.00 0.97 -0.90
H -0.38 -2.84 -5.53
H -1.81 -2.13 -4.26
H 2.66 -2.95 1.53
H 4.60 -1.44 -5.33
H 1.85 -0.41 4.81
H 2.29 -5.90 -4.67
*
```

natural (NBO) atomic charge list, values in e, 5 entries: 1.1160, 0.8068, 0.8838, -0.6948, -0.6330

[3]
Computed, not measured: a molecular structure, C5H7NO, with ωB97M-V/def2-TZVPD.

Values from the calculation:
- HOMO level (eV) = -8.51
- ΔE to the lowest compared entry with this formula, charge and spin (eV) = 6.3857
- Kohn-Sham gap (eV) = 7.783

```
! wB97M-V def2-TZVPD RIJCOSX def2/J DEFGRID3
* xyz 0 1
O -1.72 -0.91 -1.36
N 1.09 -0.15 0.46
C 0.81 1.21 0.97
C -0.43 -0.97 -0.85
C -0.27 1.49 -0.07
C -0.18 -0.94 0.68
C 0.41 0.32 -0.80
H 1.00 0.68 -1.66
H -0.97 -0.28 1.09
H 0.11 -1.79 -1.34
H 1.63 1.90 0.72
H -2.02 0.00 -1.20
H -0.11 -1.83 1.31
H 0.64 1.27 2.06
*
```

natural (NBO) atomic charge list, values in e, 5 entries: -0.6912, -0.4102, -0.4128, 0.1099, 0.1586